Entry 1:
Density functional theory data (ωB97M-V with the def2-TZVPD basis set) for a cluster of 4 separate species, C32H84N10O6P3S in total at a distorted geometry.

Properties
Total energy = -100419.875 eV
Orbital gap = 7.13 eV
Charge = +1

Geometry (Å):
C1 3.5853 -4.4276 1.3826
O1 3.2399 -5.0549 0.1612
C2 2.8525 -4.0935 -0.8257
C3 1.8775 -4.8091 -1.7736
C4 0.6240 -3.9794 -2.1350
C5 -0.2507 -3.7988 -0.8706
C6 -1.5958 -4.5555 -1.0793
O2 -2.6873 -3.9436 -0.3869
C7 -2.2015 -3.6877 0.9159
C8 -1.2860 -2.4453 0.8374
S1 -2.2486 -0.9323 1.1443
N1 -0.5371 -2.3865 -0.4845
O3 0.5906 -1.6183 -0.2576
C9 0.9412 -0.7205 -1.3444
C10 1.2778 0.7107 -0.9010
C11 0.1619 1.3394 -0.0294
C12 2.7012 0.8542 -0.3035
C13 3.0913 -0.2695 0.6735
C14 2.7848 2.2171 0.4136
H1 4.1788 -5.0881 2.0165
H2 4.1644 -3.5077 1.2320
H3 2.6623 -4.1846 1.9360
H4 3.7682 -3.8550 -1.3827
H5 2.4287 -3.2196 -0.3194
H6 1.4991 -5.6813 -1.2246
H7 2.3577 -5.2166 -2.6644
H8 0.8526 -3.0544 -2.6705
H9 0.0588 -4.6007 -2.8374
H10 0.2690 -4.2703 -0.0320
H11 -1.4859 -5.6096 -0.7919
H12 -1.9018 -4.5645 -2.1290
H13 -1.6530 -4.5635 1.2964
H14 -3.0089 -3.5204 1.6264
H15 -0.5135 -2.5488 1.6026
H16 -1.7863 -0.5945 2.3705
H17 -1.2082 -1.9958 -1.1605
H18 1.8596 -1.1204 -1.7959
H19 0.2035 -0.6684 -2.1543
H20 1.2714 1.3050 -1.8259
H21 0.1824 2.4233 -0.1451
H22 0.2710 1.0530 1.0168
H23 -0.7952 1.0210 -0.4558
H24 3.4502 0.8926 -1.1027
H25 2.2431 -0.6763 1.2361
H26 3.8609 0.0196 1.3907
H27 3.4811 -1.1109 0.0801
H28 2.2992 2.9949 -0.2032
H29 3.8173 2.5429 0.5533
H30 2.2688 2.2095 1.3745
O4 -5.2722 -9.1239 -4.6125
P1 -5.3615 -7.8905 -3.7382
N2 -4.3080 -8.3883 -2.4807
C15 -4.6158 -9.0366 -1.2285
C16 -2.8971 -8.4494 -2.8204
N3 -7.0490 -7.9929 -3.4255
C17 -7.6693 -8.1148 -2.1223
C18 -7.8506 -8.7471 -4.3912
N4 -5.3528 -6.2709 -3.1459
C19 -4.8483 -5.7825 -1.8838
C20 -6.2253 -5.3158 -3.8293
H31 -4.1074 -8.5181 -0.4017
H32 -4.2985 -10.0854 -1.2162
H33 -5.6715 -9.0159 -0.9750
H34 -2.4829 -7.4363 -2.9527
H35 -2.7315 -9.0054 -3.7485
H36 -2.3145 -8.9367 -2.0390
H37 -7.6366 -9.1448 -1.7467
H38 -8.7222 -7.8246 -2.1788
H39 -7.2270 -7.4436 -1.3842
H40 -7.7678 -9.8288 -4.2311
H41 -7.5257 -8.5371 -5.4075
H42 -8.9029 -8.4619 -4.3289
H43 -5.4662 -6.0956 -1.0365
H44 -4.8186 -4.6903 -1.8717
H45 -3.8197 -6.0940 -1.7030
H46 -7.2001 -5.2473 -3.3366
H47 -6.3911 -5.6143 -4.8635
H48 -5.7805 -4.3174 -3.8572
O5 1.4478 5.4610 -0.7625
P2 0.9378 6.6705 -1.5238
N5 -0.6887 6.1780 -1.7377
C21 -1.3011 5.4874 -2.8457
C22 -1.5156 6.1763 -0.5403
N6 1.9768 6.4887 -2.8854
C23 1.5587 6.3090 -4.2595
C24 3.2072 5.7266 -2.6751
N7 0.5650 8.2706 -2.0264
C25 -0.6464 8.7630 -2.6480
C26 1.6900 9.2002 -2.1403
H49 -2.2254 6.0005 -3.1441
H50 -1.5561 4.4485 -2.5968
H51 -0.6846 5.4631 -3.7391
H52 -1.7266 7.2025 -0.2101
H53 -1.0240 5.6495 0.2849
H54 -2.4754 5.6910 -0.7136
H55 1.2671 5.2714 -4.4680
H56 2.3804 6.5561 -4.9377
H57 0.7454 6.9792 -4.5401
H58 3.0223 4.6437 -2.6881
H59 3.6537 5.9743 -1.7148
H60 3.9483 5.9655 -3.4408
H61 -0.7566 8.4076 -3.6765
H62 -0.6441 9.8545 -2.6795
H63 -1.5409 8.4979 -2.0856
H64 2.0850 9.2181 -3.1606
H65 2.4995 8.9134 -1.4700
H66 1.3979 10.2155 -1.8640
O6 3.2249 2.6500 3.6945
P3 3.4180 3.8665 4.5811
N8 4.8831 3.4128 5.3364
C27 5.0990 2.7300 6.5900
C28 6.0681 3.4382 4.4916
N9 1.9794 3.6528 5.5079
C29 1.9075 3.4746 6.9433
C30 0.9144 2.8652 4.8925
N10 3.5560 5.4724 5.1760
C31 4.4695 5.9902 6.1729
C32 2.4372 6.3732 4.8959
H67 5.8533 3.2645 7.1830
H68 5.4485 1.7006 6.4459
H69 4.2162 2.6856 7.2206
H70 6.3533 4.4714 4.2503
H71 5.9001 2.9045 3.5500
H72 6.9228 2.9751 4.9824
H73 2.1350 2.4435 7.2415
H74 0.8979 3.6994 7.2999
H75 2.5604 4.1616 7.4823
H76 1.1094 1.7862 4.9703
H77 0.8173 3.1098 3.8361
H78 -0.0496 3.0828 5.3589
H79 4.2306 5.6315 7.1781
H80 4.4294 7.0812 6.1987
H81 5.5083 5.7500 5.9506
H82 1.7167 6.3756 5.7198
H83 1.9133 6.0703 3.9897
H84 2.7806 7.3971 4.7331

Cartesian forces (eV/Å) of the 6 atoms listed first:
-0.2 0.2 0.3
0.0 0.3 0.2
0.5 -1.3 -0.2
-0.6 0.3 0.4
0.3 -0.6 0.0
0.3 -1.1 -1.0

=====

Entry 2:
Density functional theory data (ωB97M-V with the def2-TZVPD basis set) for a structure of composition C49H49N6S3SiY.

Properties
Total energy = -101960.971 eV
Orbital gap = 7.33 eV
Charge = +2

Geometry (Å):
Y1 -1.5756 -2.0131 0.0464
N1 0.5709 -1.7466 0.1576
S1 1.9109 -1.1702 0.0452
N2 2.0876 0.2862 -0.6837
S2 1.6234 1.6555 -0.1105
N3 0.2045 1.8656 0.4718
S3 -1.2496 1.5721 -0.2422
N4 -1.8104 0.2341 -0.1720
C1 -1.1010 2.1772 -1.9148
C2 -0.9854 1.2081 -2.9022
C3 -0.8748 1.6003 -4.2267
C4 -0.8818 2.9491 -4.5525
C5 -0.9971 3.9081 -3.5570
C6 -1.1093 3.5270 -2.2284
C7 -2.1913 2.8055 0.6238
C8 -3.5451 2.5376 0.7617
C9 -4.3567 3.4638 1.3998
C10 -3.8136 4.6412 1.8866
C11 -2.4562 4.8999 1.7444
C12 -1.6356 3.9811 1.1114
C13 2.0035 2.7593 -1.4482
C14 2.2953 2.2822 -2.7153
C15 2.5977 3.2022 -3.7111
C16 2.6110 4.5587 -3.4313
C17 2.3124 5.0192 -2.1550
C18 2.0044 4.1186 -1.1521
C19 2.6533 2.2204 1.2234
C20 4.0264 2.1629 1.0202
C21 4.8665 2.6738 1.9936
C22 4.3333 3.2407 3.1433
C23 2.9613 3.2913 3.3316
C24 2.1029 2.7807 2.3666
C25 3.0137 -2.1087 -0.9744
C26 2.7915 -3.4798 -0.9680
C27 3.6189 -4.2993 -1.7213
C28 4.6470 -3.7443 -2.4673
C29 4.8533 -2.3715 -2.4695
C30 4.0367 -1.5414 -1.7199
C31 2.7362 -1.0267 1.6123
C32 4.0903 -1.2748 1.7586
C33 4.6676 -1.1138 3.0093
C34 3.8984 -0.6987 4.0858
C35 2.5415 -0.4539 3.9232
C36 1.9500 -0.6249 2.6837
H1 -0.9988 0.1578 -2.6407
H2 -0.7967 0.8523 -5.0027
H3 -0.8101 3.2544 -5.5869
H4 -1.0160 4.9570 -3.8150
H5 -1.2233 4.2779 -1.4598
H6 -3.9460 1.6104 0.3790
H7 -5.4122 3.2660 1.5142
H8 -4.4487 5.3618 2.3817
H9 -2.0382 5.8187 2.1291
H10 -0.5780 4.1732 1.0035
H11 2.2877 1.2229 -2.9170
H12 2.8294 2.8510 -4.7058
H13 2.8627 5.2648 -4.2100
H14 2.3296 6.0777 -1.9414
H15 1.7886 4.4691 -0.1518
H16 4.4327 1.7311 0.1158
H17 5.9370 2.6348 1.8550
H18 4.9943 3.6498 3.8939
H19 2.5526 3.7333 4.2285
H20 1.0336 2.8052 2.5004
H21 1.9722 -3.8915 -0.3968
H22 3.4542 -5.3665 -1.7305
H23 5.2881 -4.3844 -3.0560
H24 5.6520 -1.9467 -3.0598
H25 4.1836 -0.4713 -1.7291
H26 4.6904 -1.6108 0.9254
H27 5.7198 -1.3198 3.1410
H28 4.3547 -0.5774 5.0579
H29 1.9436 -0.1345 4.7660
H30 0.8929 -0.4355 2.5403
N5 -4.1227 -1.9652 0.3258
C37 -4.5419 -1.7920 1.6972
C38 -5.8270 -1.4735 2.0333
C39 -6.2155 -1.3358 3.3828
C40 -5.3127 -1.5495 4.3821
C41 -3.9739 -1.8851 4.0701
C42 -3.0055 -2.1460 5.0652
C43 -1.7286 -2.4702 4.7058
C44 -1.4073 -2.4988 3.3372
N6 -2.2790 -2.2568 2.3819
C45 -3.5747 -1.9804 2.7209
H31 -4.3944 -2.8908 -0.0082
H32 -4.6020 -1.2931 -0.2691
H33 -6.5629 -1.3457 1.2510
H34 -7.2387 -1.0831 3.6150
H35 -5.6029 -1.4696 5.4201
H36 -3.2936 -2.0935 6.1067
H37 -0.9685 -2.6961 5.4374
H38 -0.3913 -2.7203 3.0207
C46 -3.2627 -3.0353 -3.0951
Si1 -1.7542 -4.1001 -2.6587
C47 -0.2498 -3.1319 -3.2838
C48 -1.8491 -5.7176 -3.5933
C49 -1.6987 -4.1889 -0.8254
H39 -3.3775 -2.8866 -4.1683
H40 -3.2035 -2.0249 -2.6594
H41 -4.1861 -3.4886 -2.7313
H42 -0.3418 -2.9091 -4.3463
H43 0.6727 -3.6963 -3.1454
H44 -0.1028 -2.1747 -2.7653
H45 -1.8298 -5.5716 -4.6723
H46 -2.7634 -6.2563 -3.3476
H47 -1.0124 -6.3634 -3.3287
H48 -0.7991 -4.7222 -0.4901
H49 -2.5577 -4.7725 -0.4700

Cartesian forces (eV/Å) of the 6 atoms listed first:
-0.6 0.1 0.5
0.7 0.1 0.3
0.0 0.0 -0.2
0.0 0.2 0.1
-0.1 -0.2 0.0
0.1 0.0 -0.1

=====

Entry 3:
Density functional theory data (ωB97M-V with the def2-TZVPD basis set) for an isolated molecule of C5H6 at a distorted geometry.

Properties
Total energy = -5276.808 eV
Orbital gap (spin up / spin down) = 7.94 / 7.94 eV

Geometry (Å):
C1 0.7296 -1.0842 0.7081
C2 0.7603 -0.1210 -0.3704
C3 -0.5004 0.7265 -0.8001
C4 -0.9556 2.0123 -1.2733
C5 -1.7071 1.4164 -0.3011
H1 0.8573 -0.5688 1.7706
H2 1.6025 -1.7885 0.5665
H3 -0.2137 -1.5448 0.6938
H4 1.6732 -0.1471 -1.0563
H5 -0.6917 2.8533 -1.8935
H6 -2.3610 1.3020 0.5594

Cartesian forces (eV/Å) of the 6 atoms listed first:
1.9 0.4 2.3
-3.6 4.6 -4.1
5.1 -2.3 2.3
-1.2 -1.9 1.7
2.6 -0.2 -1.4
-0.2 -1.0 -1.9

=====

Entry 4:
Density functional theory data (ωB97M-V with the def2-TZVPD basis set) for a structure of composition C4H7ClO at a distorted geometry.

Properties
Total energy = -18827.533 eV
Orbital gap = 9.44 eV

Geometry (Å):
C1 2.8783 -0.4601 0.1459
C2 0.6022 -0.3227 -0.0087
C3 -0.5759 0.2806 0.1061
C4 -0.7334 1.7054 0.0873
H1 3.7347 0.1448 -0.1756
H2 3.0731 -1.4383 -0.1380
H3 3.0612 -0.5644 1.2278
H4 0.4727 -1.5017 0.1368
H5 0.3419 2.0892 0.8370
H6 -0.5918 2.0927 -1.1513
H7 -1.8614 2.2348 0.5165
O1 1.7654 0.2339 -0.3647
Cl1 -2.0812 -0.7146 -0.0188

Cartesian forces (eV/Å) of the 6 atoms listed first:
2.4 2.1 1.0
-2.1 -4.1 0.3
-0.8 -1.1 -0.3
0.4 5.1 -0.4
-0.1 -0.2 -0.1
-0.5 -2.0 -1.6

=====

Entry 5:
Density functional theory data (ωB97M-V with the def2-TZVPD basis set) for a structure of composition C2H10N3OsS at a distorted geometry.

Properties
Total energy = -19998.168 eV
Spin multiplicity = 5
Orbital gap (spin up / spin down) = 6.40 / 8.14 eV
Expectation value of S² = 6.0396
Charge = +1

Geometry (Å):
C1 3.1918 1.2994 0.3130
Os1 -1.1277 -0.3238 0.7674
N1 -1.7559 -2.1100 0.0566
N2 -0.8188 0.2083 -1.2981
H1 -2.7523 -2.2638 0.0093
H2 3.7977 0.4875 0.4792
H3 3.4026 1.9448 1.1689
H4 2.1794 0.9273 0.3709
H5 3.3033 1.7260 -0.6897
H6 -1.6203 0.3606 -1.9074
H7 -0.2771 -0.5189 -1.7632
H8 -0.2604 1.0475 -1.4345
H9 -1.3067 -2.4806 -0.7868
H10 -1.3459 -2.6456 0.8401
S1 0.5980 -0.9061 1.6969
C2 -2.2166 1.2759 0.8066
N3 -2.9911 1.9714 1.3707

Cartesian forces (eV/Å) of the 6 atoms listed first:
-1.3 1.4 -0.2
0.4 2.8 0.0
-0.6 -3.2 -0.5
0.8 0.0 -1.9
-0.4 -0.3 -0.1
1.6 -2.1 -0.1

=====

Entry 6:
Density functional theory data (ωB97M-V with the def2-TZVPD basis set) for an isolated molecule of C4H10N2.

Properties
Total energy = -7290.107 eV
Orbital gap = 9.80 eV

Geometry (Å):
H1 -0.9880 -1.5645 -3.1311
N1 -0.6451 -0.7710 -2.6004
C1 -0.8335 -0.9602 -1.3541
N2 -0.5780 -0.0084 -0.4235
C2 -0.4188 -0.2887 1.0026
C3 0.9299 0.1813 1.5327
C4 1.2549 1.6474 1.2961
H2 -1.2361 -1.9015 -0.9832
H3 -0.6269 0.9584 -0.6971
H4 -0.5091 -1.3583 1.1684
H5 -1.2273 0.2155 1.5472
H6 0.9940 -0.0493 2.5977
H7 1.7109 -0.4501 1.0929
H8 1.3608 1.8290 0.2328
H9 0.5011 2.3273 1.7049
H10 2.2038 1.9043 1.7739

Cartesian forces (eV/Å) of the 6 atoms listed first:
0.1 0.0 0.0
-0.2 0.3 0.0
0.1 -0.1 -0.7
0.0 -0.2 0.9
-0.2 0.7 -0.3
0.4 -0.4 0.2

=====

Entry 7:
Density functional theory data (ωB97M-V with the def2-TZVPD basis set) for a cluster of 2 separate species, C4H8OS in total at a distorted geometry.

Properties
Total energy = -17154.408 eV
Orbital gap (spin up / spin down) = 8.57 / 7.73 eV

Geometry (Å):
C1 1.4599 -1.1880 -0.2595
C2 1.1305 -0.0086 0.6290
C3 -2.1572 0.1766 -0.2433
C4 -1.1877 1.1250 0.1478
O1 3.7980 0.1412 0.2929
S1 2.5381 0.3117 -0.4132
H1 1.5574 -2.1289 0.3319
H2 0.7115 -1.2589 -1.0205
H3 1.3548 -0.0967 1.7225
H4 -1.7500 -0.5609 -1.0645
H5 -2.8934 0.7129 -0.9373
H6 -2.7645 -0.4840 0.4193
H7 -0.9132 1.5901 1.0763
H8 -0.8842 1.6685 -0.6813

Cartesian forces (eV/Å) of the 6 atoms listed first:
-1.4 0.5 1.9
-0.5 0.0 0.3
-2.6 -2.9 -2.8
2.8 -0.1 1.6
1.1 0.1 0.6
-1.3 -0.8 -0.3

=====

Entry 8:
Density functional theory data (ωB97M-V with the def2-TZVPD basis set) for a structure of composition C4H6FeO3 at a distorted geometry.

Properties
Total energy = -44735.456 eV
Spin multiplicity = 6
Orbital gap (spin up / spin down) = 7.97 / 8.66 eV
Expectation value of S² = 8.7628
Charge = +3

Geometry (Å):
C1 -1.4576 -1.3507 0.9427
C2 -1.3023 -0.0474 0.4444
O1 -2.5213 -1.6210 1.5882
H1 -0.8309 -2.1420 0.4995
H2 -2.0287 0.7480 0.6193
H3 -2.6304 -2.5673 1.7901
O2 -0.1297 0.2229 -0.1265
C3 0.2359 1.4432 -0.5361
O3 1.4295 1.4702 -0.9274
Fe1 -0.5831 3.4055 -0.3274
C4 2.3043 0.2977 -0.9811
H4 2.4046 -0.1146 0.0270
H5 1.8552 -0.4297 -1.6635
H6 3.2544 0.6851 -1.3493

Cartesian forces (eV/Å) of the 6 atoms listed first:
-0.8 -1.1 -1.3
-0.4 0.7 0.9
0.7 0.7 -0.1
0.2 0.1 0.8
0.0 -0.2 0.0
-0.2 -0.5 0.2